Computed, not measured: a structure of composition C46H60N3O4PRbSbSi2 at a distorted geometry, with the ωB97M-V functional and the def2-TZVPD basis.

```
118
Properties=species:S:1:pos:R:3:forces:R:3
Rb 10.7778 10.8462 14.4421 -0.1 -0.2 0.0
O 13.4362 14.3461 15.6610 -1.0 0.5 0.1
C 12.9453 14.1295 16.8937 -0.5 -0.9 1.1
C 13.8473 14.0826 17.9449 0.2 0.5 0.3
C 13.4724 13.7879 19.2677 1.5 0.1 -0.5
C 12.1788 13.4393 19.4894 -1.4 -0.1 0.1
C 11.2350 13.3896 18.4342 -0.8 -0.2 1.9
C 11.5622 13.7810 17.1789 1.8 0.1 -1.3
C 10.6789 13.6028 16.0188 -1.5 0.1 -1.0
O 11.2582 13.5650 14.8654 0.5 0.2 -0.4
N 9.3918 13.4400 16.1709 0.2 -0.3 1.1
N 8.6570 13.3673 15.0090 -0.6 -0.2 -1.1
C 7.8920 12.3492 14.7655 0.7 1.0 0.6
C 7.7004 11.1574 15.5792 -0.6 -1.2 0.1
C 7.5355 11.1571 16.9695 -0.2 0.1 -0.7
C 7.1858 9.9975 17.6691 0.6 1.0 0.3
C 7.0149 8.8231 16.9761 0.0 -1.6 0.2
C 7.1791 8.7919 15.6169 0.0 -0.7 -2.1
C 7.5357 9.9302 14.8198 0.5 0.5 1.0
O 7.7974 9.9074 13.5667 -0.1 -0.4 0.2
H 12.5796 14.1649 15.1035 0.4 -0.3 -0.1
H 14.8490 14.3204 17.6449 0.6 0.0 0.2
H 14.2157 13.7350 20.1126 -0.8 0.2 -1.1
H 11.8939 13.2335 20.5069 -0.4 -0.3 0.1
H 10.1894 13.0303 18.6178 1.1 0.4 -0.2
H 7.3230 12.3404 13.8216 0.4 0.3 0.3
H 7.6306 12.1454 17.3979 0.2 -0.2 0.6
H 7.2247 9.9522 18.7423 -0.3 0.3 0.3
H 6.8198 7.8682 17.5410 0.1 1.0 -0.7
H 7.0938 7.8870 14.9791 -0.1 0.3 0.8
N 10.0237 14.2886 12.5873 -0.3 0.3 0.8
C 9.5806 14.4207 11.3362 0.2 0.2 -0.8
C 8.3710 15.0783 11.0610 0.9 -0.3 0.0
C 7.9674 15.2966 9.7666 -0.8 0.8 -0.3
C 8.6762 14.8070 8.6805 0.9 -0.9 0.3
C 9.8887 14.1282 8.9525 -0.8 1.5 -0.8
C 10.3670 14.0011 10.2417 0.7 -0.8 -0.2
P 11.9949 13.2092 10.6394 -0.4 -0.5 -0.8
C 12.4997 12.6041 8.9330 -0.1 -0.6 0.1
C 11.8378 11.5207 8.3330 -0.1 0.1 1.3
C 12.2916 10.9067 7.1751 -1.4 0.6 0.4
C 13.3218 11.4640 6.4761 2.0 0.2 -0.4
C 14.0897 12.4651 7.0864 -1.6 -0.6 1.2
C 13.6703 12.9874 8.3153 0.5 1.0 -0.1
C 13.0202 14.7067 10.8811 -0.2 1.1 -1.1
C 13.6763 14.8912 12.0790 0.7 -0.5 1.5
C 14.3550 16.0545 12.4404 0.2 0.7 -1.3
C 14.4263 17.0843 11.4851 -0.4 -0.5 0.4
C 13.7151 16.9844 10.2992 -0.6 -1.9 -0.1
C 13.0144 15.7848 9.9720 0.3 1.1 0.5
H 9.4407 14.3843 13.4103 -0.4 -0.1 0.0
H 10.9699 14.1723 12.8703 0.5 -0.4 -0.2
H 7.9302 15.5016 11.9312 -0.8 0.4 0.3
H 7.1234 15.9795 9.6012 0.1 -0.5 0.0
H 8.3367 14.8723 7.6506 0.0 0.3 0.2
H 10.4930 13.9351 8.0671 0.1 -0.5 0.4
H 10.9949 11.1402 8.8988 -0.2 -0.3 -0.3
H 11.7459 10.0652 6.7991 -0.2 -0.3 -0.2
H 13.6470 11.0263 5.5269 -0.1 0.1 0.3
H 15.0483 12.7435 6.7753 1.1 0.5 -1.0
H 14.2227 13.7920 8.8075 0.3 -0.4 -0.3
H 13.7015 14.0773 12.8045 -0.2 0.0 -0.1
H 14.8545 16.1778 13.3932 -0.1 -0.3 0.0
H 14.9954 17.9938 11.6296 0.0 0.0 0.4
H 13.7139 17.8388 9.6640 -0.1 0.3 -0.7
H 12.4175 15.7234 9.0534 0.3 0.0 0.3
O 13.1536 6.4248 8.6305 -0.7 -0.6 0.9
C 13.7333 6.9748 7.8542 0.6 0.6 -0.9
C 14.7438 9.7795 12.6749 0.4 0.0 0.9
Si 14.9048 9.7161 14.6061 -0.6 0.1 -0.4
C 16.4702 8.7416 15.1391 0.0 -1.1 0.5
C 15.3782 11.5001 15.2124 -2.4 -0.3 0.7
C 13.3069 9.0873 15.1867 0.2 0.0 -0.5
Si 12.8738 8.2542 16.7021 -0.9 0.9 0.8
C 11.2951 8.9631 17.7098 1.3 -1.3 -0.9
C 12.4062 6.4269 16.3965 -1.0 1.6 -0.1
C 14.1573 8.3895 18.0980 -0.4 0.3 -0.4
H 15.6834 9.9794 12.1683 0.2 0.1 -0.1
H 14.0577 10.5883 12.4674 -0.2 0.4 -0.2
H 14.3132 8.8811 12.2468 -0.1 -0.3 0.1
H 17.3766 9.2182 14.7750 0.3 0.2 -0.1
H 16.5653 7.6217 14.9005 -0.4 1.6 0.3
H 16.4771 8.8518 16.2542 0.2 -0.2 -0.8
H 16.2867 11.8662 14.8397 1.4 0.6 -0.9
H 15.5263 11.4646 16.3027 -0.2 -0.1 0.0
H 14.5529 12.2754 15.0644 1.1 -1.0 0.0
H 12.7798 8.6126 14.3353 0.2 0.1 0.1
H 10.3977 8.6903 17.1898 -0.8 0.3 -0.5
H 11.3576 10.0215 17.9130 0.0 0.3 0.1
H 11.2275 8.3799 18.6220 0.1 0.1 0.6
H 11.4733 6.4839 15.7988 0.5 -0.3 0.1
H 12.1746 5.9572 17.3288 -0.1 -0.6 0.6
H 13.2024 5.9587 15.8675 0.5 -0.6 -0.5
H 15.0894 8.8117 17.7659 0.5 0.1 -0.2
H 14.3393 7.3886 18.4574 0.1 -0.3 0.6
H 13.7494 9.0584 18.8591 0.1 -0.3 0.2
C 5.3457 8.5859 10.9937 0.7 -0.7 0.2
C 6.7090 7.8086 10.9909 -0.3 1.3 -0.3
Sb 8.4694 9.0740 10.4935 -0.5 -0.7 -0.1
C 7.6588 10.9861 10.9606 -0.3 0.8 -1.1
C 7.0653 11.8566 9.8573 0.6 0.4 -0.7
C 8.3008 8.9810 8.2745 0.4 0.1 0.2
C 6.9718 8.9714 7.5529 -1.0 0.0 1.3
H 4.5526 7.9105 11.3308 -0.1 0.0 -0.1
H 5.0794 8.9414 9.9832 0.2 0.0 0.4
H 5.3553 9.4107 11.7062 0.1 0.1 -0.2
H 6.6350 7.0148 10.2639 0.2 -0.4 -0.3
H 6.9806 7.3684 11.9513 -0.3 0.2 0.1
H 8.4880 11.4745 11.4160 0.7 0.5 0.4
H 6.9515 10.8645 11.7402 -0.5 -0.4 0.8
H 7.7319 11.9002 8.9648 -0.5 0.0 0.4
H 6.8549 12.9176 10.1176 0.4 -0.7 0.3
H 6.1117 11.4589 9.5527 -0.4 -0.3 -0.4
H 8.8742 8.0829 8.0639 0.2 -0.2 -0.1
H 8.9090 9.8149 7.9035 0.0 0.0 0.1
H 6.3269 8.1189 7.8438 0.4 0.3 -0.1
H 7.0016 8.9953 6.4830 0.4 -0.1 -0.8
H 6.4345 9.8660 7.8647 -0.3 0.1 -0.1
```
Positions in Å, forces in eV/Å.

Results
Energy relative to the best compared isomer or geometry (same formula, charge and spin) in eV: 1.667
DFT total energy in eV: -93573.723
Total charge: -2
Orbital gap in eV: 5.391
HOMO in eV: -1.54

These are the Mulliken partial charges, in e, on atoms 1 to 8:
1 Rb 0.69
2 O -0.60
3 C -0.14
4 C -0.26
5 C -0.64
6 C -0.58
7 C -0.25
8 C 0.36